Here is a 2-piece molecular cluster, CH8N3P2 overall at a distorted geometry from OMol25. Energies are from wB97M-V/def2-TZVPD.

Output
Energy above the lowest of the compared OMol25 structures with the same formula, charge and spin: 58.5 kcal per mole
Gap between HOMO and LUMO: 9.58 eV
Net charge: +1
Energy: -889.50491 Eh
Lowest unoccupied orbital energy: -3.512 eV

CARTESIAN COORDINATES (ANGSTROEM)
C (-0.11, 1.42, 0.43)
N (0.77, 1.68, -0.50)
N (0.14, -1.03, 0.09)
N (-0.95, 1.60, 1.23)
P (1.12, 0.58, -1.85)
P (-1.13, -1.89, 0.43)
H (1.14, 2.56, -0.41)
H (0.95, -1.42, 0.64)
H (-1.36, 1.61, 2.10)
H (-1.70, -1.63, 1.75)
H (1.81, 1.40, -2.79)
H (2.43, 0.29, -1.39)
H (-2.25, -1.84, -0.38)
H (-0.88, -3.32, 0.64)